Record 1
Density functional theory data (wB97M-V/def2-TZVPD) for a cluster of 14 separate species, C28H53N9O32S5 in total.

The geometry in XYZ format:
```
127
Properties=species:S:1:pos:R:3:mulliken_charge:R:1
H 14.80827 9.73111 0.32998 0.599
H 18.09991 1.43951 -6.09049 0.263
N 20.21170 9.79781 -6.79782 0.044
N 20.52279 9.02767 3.95820 0.909
H 19.94962 2.67492 -9.50576 0.231
C 24.04057 14.47535 2.17777 -0.339
O 16.18880 5.70843 -1.86989 -0.232
C 24.65555 13.86564 3.40312 -0.404
O 15.75160 11.51526 -1.43268 -0.004
S 23.27449 7.46832 -1.28911 1.115
H 19.50587 10.51326 -6.69767 0.202
O 14.19910 12.29391 -2.96221 -0.375
C 21.40967 9.78556 -6.02929 -0.718
S 21.01994 14.01810 -1.39088 1.076
H 19.66417 6.10081 -2.04044 0.362
C 22.11476 8.63465 -6.39077 -0.238
O 21.70719 8.85308 4.34646 -0.541
H 22.14614 7.42662 2.07573 0.342
H 15.62409 13.64220 -2.80328 0.254
H 17.44306 0.93108 -1.24144 0.337
H 14.03484 14.17927 -2.25385 0.347
C 17.49260 1.71894 -1.99305 -0.682
H 24.43226 7.36415 1.59218 0.312
H 16.50450 2.12927 -2.20138 0.250
O 19.24326 2.43180 -0.53654 -0.506
C 23.90842 8.18432 1.10125 -0.364
H 20.15645 11.40618 -2.25459 0.090
H 15.25835 8.48293 -5.21387 0.051
H 22.21345 2.60416 -0.24093 0.207
C 20.08856 4.08957 -7.98148 -0.638
O 18.10178 8.74330 -2.01146 -0.286
C 14.73460 8.74450 -6.13331 -0.524
H 19.14797 4.55332 -8.23963 0.578
S 15.52215 6.16433 -0.39077 0.918
H 22.77842 2.88711 -6.56675 0.382
N 23.49425 4.04120 0.69426 0.889
O 21.75311 13.24062 3.92327 -0.630
H 13.31607 6.11594 -2.23578 0.323
H 24.13717 9.13020 1.59224 0.233
H 18.72862 6.66527 -3.26292 0.279
O 22.39757 6.84235 0.02506 -0.347
H 14.31263 12.42849 -0.34761 0.306
H 17.07462 8.90567 0.36600 -0.050
H 22.07046 1.67794 -8.81085 0.400
N 20.50994 3.08080 -8.76996 0.038
O 16.45837 4.12677 -6.45634 -0.542
C 18.89641 13.13350 -2.55701 0.284
H 17.84453 13.29805 -2.32340 -0.294
O 18.49682 3.96074 -1.90667 -0.336
O 22.14159 11.24416 2.27731 -0.144
H 20.46759 7.29359 -3.15299 0.344
C 23.15451 3.11527 -0.44409 -0.571
H 21.12327 5.07682 -6.29026 0.651
H 21.86730 7.30819 -8.12065 0.473
C 21.66122 2.52498 -8.28033 -0.416
H 17.96903 1.29739 -2.87815 0.235
N 13.27060 8.89015 -5.85729 1.013
H 18.69890 11.36714 -1.22958 -0.108
O 24.61920 4.61212 0.63429 -0.503
O 14.50322 7.15522 -1.13122 -0.242
C 15.50355 10.05039 1.09224 -0.742
C 17.47299 2.03262 -6.75629 -0.566
C 19.47303 12.00644 -1.65397 0.211
H 18.94334 12.93751 -3.62822 0.353
H 22.99741 8.25607 -5.89681 0.463
C 15.18586 12.67016 -0.95355 -0.319
C 20.21314 8.68023 -7.55892 -0.541
O 22.82098 4.29677 1.69821 -0.535
H 24.27439 14.29212 4.33099 0.281
H 17.12026 11.70197 3.39006 0.446
H 18.85514 10.32182 4.04799 -0.127
H 18.06955 2.62581 -7.44936 0.076
H 15.68179 6.33877 -3.82389 0.132
O 16.35672 11.22052 -3.90703 -0.545
O 12.50857 7.92485 -5.85666 -0.585
O 24.38285 8.06496 -0.17399 -0.406
C 21.10866 4.38004 -7.11530 -0.584
O 23.01289 13.60669 1.75327 -0.202
O 14.76969 5.03895 0.17334 -0.618
O 24.15534 12.55006 3.35042 -0.364
H 21.79550 8.73211 0.93100 -0.106
S 15.24254 11.01634 -2.93702 0.984
O 12.91427 10.01166 -5.68651 -0.535
H 25.74470 13.85865 3.36062 0.288
H 16.71318 1.40925 -7.22767 0.337
H 21.55694 10.58744 -5.32097 0.514
H 19.32840 8.44606 -8.13233 0.438
C 17.60094 10.28567 1.80469 -0.466
C 14.14492 6.80365 -2.40362 0.042
H 14.98154 8.00378 -6.89386 0.328
N 18.44908 2.75045 -1.40782 0.706
H 15.00035 4.89552 -3.29801 0.273
H 15.89936 13.18210 -0.30784 0.302
H 23.54536 15.44087 2.28090 0.306
O 21.33708 15.08189 -0.44698 -0.529
N 16.78121 9.64159 0.99244 0.832
N 16.68246 3.05333 -5.93855 0.903
H 19.41488 9.70304 5.62275 0.331
C 22.00252 3.23755 -7.23126 -0.633
H 20.40544 10.89055 4.75913 0.230
O 16.34356 2.69750 -4.81531 -0.471
C 22.39074 7.83378 1.09466 0.126
O 16.47908 6.98094 0.38269 -0.393
H 15.05968 9.72045 -6.49378 0.249
C 15.25608 5.88814 -2.92733 -0.242
H 24.01750 2.46296 -0.57763 0.275
O 22.10749 13.70582 -2.33570 -0.570
O 22.51532 8.50079 -1.91852 -0.382
C 15.46471 10.93544 2.11062 -1.067
N 19.04197 8.05739 -1.65614 0.825
C 19.55196 7.00701 -2.63568 -1.159
O 19.97190 8.32066 3.10408 -0.408
C 14.73258 13.34185 -2.25274 -0.463
O 14.47720 9.73953 -2.83144 -0.525
H 13.91681 7.61414 -3.09583 0.031
H 23.09541 3.89122 -1.20731 0.251
C 21.45404 8.09746 -7.51018 -0.623
H 24.88241 14.49207 1.48557 0.263
O 19.63167 14.34853 -2.26779 -0.448
H 14.60169 11.45164 2.50449 0.527
H 18.65188 10.06632 1.68718 0.673
S 22.58596 12.54534 2.93467 0.975
O 23.93129 6.46141 -2.11488 -0.614
C 19.72959 10.04421 4.63651 -0.312
C 16.75903 11.02093 2.63369 -0.798
O 20.21620 12.75978 -0.68099 -0.112
O 19.65976 8.24062 -0.64573 -0.286
```

Charge   0
Gap between HOMO and LUMO   7.40 eV
Highest occupied orbital energy   -7.834 eV
Electronic energy   -5989.22011 hartree


Record 2
Density functional theory data (wB97M-V/def2-TZVPD) for a structure of composition C28H54As6Cl4O2RuSe.

The geometry in XYZ format:
```
96
Properties=species:S:1:pos:R:3:mulliken_charge:R:1
H -2.00682 3.23627 2.35277 0.375
C -2.28054 -1.84234 1.76514 -0.671
As 1.60393 -1.19182 2.31623 1.931
C -2.84311 -0.90947 -2.53817 3.234
Ru 1.19048 -1.49538 -0.31454 0.002
H -3.36092 -1.69169 1.72145 0.493
H -2.45890 -3.00111 -2.88732 -0.296
H -1.63623 -0.34821 -4.23029 0.670
H -0.98381 3.82192 0.05128 0.512
H 0.47743 3.36400 2.04947 0.878
H -5.94740 -1.39112 -1.44990 0.274
H 4.96567 1.89939 4.70664 0.332
H 2.67781 0.28702 4.00761 0.966
H 2.20922 -0.84681 -4.24098 0.425
H -3.12094 2.16780 1.47175 0.434
C -3.88554 0.14537 -2.93215 -1.977
H 3.68006 2.78877 1.05537 -0.245
H -5.46566 -2.30202 -5.31730 0.319
As 0.18775 -1.39403 -2.85099 0.949
H -5.34261 -2.78398 -0.52164 0.167
As 3.76684 3.75784 3.45053 0.247
H -6.84432 -2.92118 -1.43727 0.417
H -6.95036 -2.66496 -4.43087 0.413
C -5.96264 -2.21167 -4.35103 -1.169
H -2.51721 0.02068 -0.62540 -0.777
C -0.89980 2.83287 -0.40289 -0.867
H 3.01154 4.43864 1.11059 0.433
H -2.06539 -2.71936 2.37527 0.478
H 4.00372 -1.79199 1.95141 0.251
H -3.09902 -2.17039 -4.26163 0.626
H -1.69135 -4.61629 0.33037 0.454
C -2.21142 2.19833 2.07573 -1.462
H 2.32960 2.47403 4.97774 0.575
H 1.58173 2.34489 1.13477 -0.789
O 1.31924 0.65390 -1.28232 1.275
H 1.22046 0.59830 -3.98485 0.169
C 0.79144 2.32755 1.88664 -0.726
H -0.67329 -2.97157 -4.70160 0.369
Cl 5.95463 0.26664 0.58265 -0.188
C -5.84861 -2.47621 -1.43555 -0.990
H 0.72259 -0.62542 -5.19948 0.441
Cl 6.72050 2.92559 -0.95987 -0.221
C 2.22575 0.52858 3.04105 -0.883
H 6.07713 2.76979 3.64057 0.403
C 5.08436 2.32382 3.70840 -0.886
H -1.78790 2.63651 -1.00737 0.347
C 3.78735 3.77783 1.49728 -0.714
C -2.34638 -3.94108 -0.21913 -1.320
C 4.17477 2.87812 -1.89152 0.272
C -2.81600 -0.96202 -0.99723 -0.702
C 1.30948 1.74820 3.21498 2.927
C 3.25435 -2.16467 2.64442 -1.333
Se 1.90742 -3.73460 -0.54566 -0.683
H 1.22105 -1.97404 4.71176 0.413
H 1.38877 3.68255 4.14949 0.519
O 3.19216 -0.58653 0.11341 -0.895
H -2.37993 1.60956 2.97775 0.325
H -3.58244 1.12689 -2.55826 0.230
H 3.07047 -3.21839 2.44085 0.399
C 1.19120 -0.46178 -4.22826 -1.285
As -0.73779 1.46797 0.98109 1.179
H 0.47779 0.97050 5.06928 0.518
C 2.08074 2.85342 3.98016 -2.444
H 3.04024 0.76402 2.35465 -1.034
Cl 1.68168 3.07765 -2.99897 -0.247
H -6.06982 -1.15598 -4.10025 0.320
H 4.75877 4.17920 1.20244 0.494
H 0.94042 -3.42123 -4.09348 0.491
H -1.80807 -0.97186 2.20435 -0.381
H -2.38733 -4.28150 -1.24857 0.308
H -0.52254 0.63980 3.65428 -0.245
C 3.52231 0.51129 -0.50232 -0.569
As -1.56462 -2.15625 -0.03372 1.033
H -3.97583 0.21171 -4.02064 0.482
H -0.48556 2.26587 4.33643 0.462
H -3.34475 -3.96564 0.21846 0.361
C -3.19878 -2.26101 -3.17342 -1.450
H 3.56212 -2.02449 3.68175 0.411
C 4.79628 1.06753 -0.43704 0.412
H 5.00824 1.53502 2.96204 0.036
C 0.61150 -2.00170 3.80695 -1.384
C 0.12482 1.38402 4.12000 -1.945
Cl 4.56391 4.32815 -2.76293 -0.249
C 2.51235 1.17764 -1.27833 -1.660
As -4.92991 -3.20738 -3.01023 0.407
H -0.02778 2.77482 -1.04934 -0.244
H -0.47645 -3.84399 -3.14823 0.252
H 0.42407 -3.04138 3.53657 0.363
H -1.28004 0.57718 -2.77622 0.013
C -1.50856 -0.42862 -3.14580 -2.067
C 2.88027 2.32862 -1.97536 0.559
C -0.05664 -3.08748 -3.80873 -1.256
H -4.87110 -0.08098 -2.51965 0.287
H -3.81995 -1.14896 -0.61460 0.373
H -0.33921 -1.51064 3.99514 0.359
C 5.12877 2.25319 -1.11568 0.187
```

Charge   -1
Gap between HOMO and LUMO (spin up / spin down)   5.73 / 6.34 eV
Highest occupied orbital energy (spin up / spin down)   -3.490 / -4.160 eV
Electronic energy   -19001.49705 hartree
Energy above the lowest of the compared OMol25 structures with the same formula, charge and spin   17.2 kJ/mol
Multiplicity   6